DFT (ωB97M-V/def2-TZVPD) results for a 7-piece molecular cluster, C54H67Cl2F3IN3O4 overall in a non-equilibrium geometry.

The geometry in XYZ format:
```
134
Properties=species:S:1:pos:R:3:forces:R:3
C 2.243 -0.182 0.801 -0.89 -0.58 -0.43
C 0.704 0.273 0.617 0.72 1.74 -1.64
O 0.473 1.035 -0.346 -0.05 -2.34 2.44
N -0.362 -0.127 1.535 0.86 -1.43 -0.46
C 0.181 -0.627 2.825 1.15 0.73 1.34
C -1.285 -1.123 0.881 -0.92 2.06 0.42
C -2.666 -1.281 1.722 0.29 -0.47 -0.88
C -2.610 -2.400 2.857 -0.32 1.34 -0.04
O -3.039 -1.731 4.114 -1.82 -1.45 0.11
C -4.276 -2.287 4.511 0.65 -1.38 2.28
O -4.393 -2.919 5.569 0.05 2.30 -3.14
O -0.543 -2.334 0.718 -1.43 -0.23 -0.37
C -0.750 -3.051 -0.512 1.73 0.49 -1.99
C -2.194 -3.050 -1.159 -0.77 -1.17 0.06
C -3.321 -3.955 -0.490 -1.25 0.18 -0.73
C -4.705 -3.676 -1.313 0.81 -0.99 0.64
I -6.161 -2.828 0.123 0.41 -0.20 -0.84
C 0.243 -2.330 -1.604 -0.65 -0.76 -0.09
C -0.417 -1.253 -2.548 1.21 1.27 -1.11
C 0.758 -0.717 -3.523 -0.68 -1.61 -0.16
F 1.980 -0.525 -2.870 -2.40 0.22 -1.65
F 0.364 0.403 -4.269 1.31 -2.00 1.59
F 0.968 -1.778 -4.462 0.06 2.17 1.33
C -0.070 -4.534 -0.396 -1.46 -0.30 -0.19
N -0.768 -5.501 0.451 1.36 -1.05 -1.78
N -1.305 -5.035 1.646 -1.85 1.07 1.34
C 1.474 -4.484 0.035 0.84 1.70 -0.10
Cl 1.868 -5.522 1.532 -0.45 0.71 -1.07
C 2.560 -4.894 -1.050 1.08 -1.91 0.86
C 2.155 -6.045 -2.076 0.18 1.70 -1.20
Cl 3.363 -3.448 -1.907 -0.82 -1.04 0.46
H 2.810 0.496 1.514 -0.72 -0.84 -0.97
H 2.293 -1.263 1.158 -0.02 1.44 -0.19
H 2.687 -0.174 -0.258 -0.59 0.34 1.70
H 0.837 -1.561 2.742 -1.19 1.00 0.12
H -0.613 -0.735 3.649 0.98 0.03 -1.53
H 0.886 0.195 3.219 -1.05 -1.21 -0.51
H -1.604 -0.601 -0.085 0.76 -1.05 1.07
H -2.984 -0.263 2.147 0.74 -1.58 -0.47
H -3.458 -1.546 0.942 0.98 0.27 1.12
H -3.344 -3.261 2.714 1.41 0.93 -0.29
H -1.543 -2.724 3.042 -1.55 0.12 -0.27
H -5.151 -2.171 3.794 1.08 0.05 0.52
H -2.677 -2.020 -1.286 1.09 -1.18 0.36
H -2.072 -3.443 -2.236 -0.05 0.54 1.57
H -3.560 -3.718 0.589 0.87 -0.34 -1.34
H -3.143 -5.078 -0.576 0.06 1.62 0.14
H -4.561 -2.966 -2.184 -0.43 -0.91 1.11
H -5.149 -4.683 -1.603 0.42 1.65 0.09
H 0.652 -3.155 -2.295 -0.52 1.35 0.97
H 1.106 -1.919 -0.996 -1.07 -0.28 -1.03
H -0.830 -0.318 -2.057 0.53 -1.22 -0.28
H -1.206 -1.654 -3.281 1.23 0.45 1.22
H -0.211 -4.931 -1.468 0.62 0.45 1.66
H -1.378 -6.149 -0.050 0.11 0.82 0.42
H -0.651 -4.488 2.215 0.11 -0.78 -0.55
H -1.741 -5.784 2.195 0.80 0.26 -0.37
H 1.735 -3.419 0.379 -0.41 -1.69 -0.45
H 3.447 -5.334 -0.463 -1.43 0.93 -0.79
H 1.661 -6.950 -1.608 0.73 1.20 -0.35
H 1.457 -5.559 -2.854 0.81 -0.98 1.09
H 3.105 -6.299 -2.668 -1.47 0.06 1.03
C 0.481 3.656 -4.935 0.01 0.00 -0.06
C 0.210 4.781 -4.166 -0.05 0.05 0.01
C -0.099 5.989 -4.782 0.00 -0.03 -0.08
C -0.131 6.073 -6.171 0.03 -0.11 0.04
C 0.149 4.949 -6.942 -0.01 -0.01 0.09
C 0.453 3.739 -6.324 -0.03 0.10 0.03
H 0.713 2.715 -4.451 0.01 0.10 -0.05
H 0.238 4.716 -3.083 0.01 0.01 -0.07
H -0.314 6.866 -4.180 0.03 -0.06 -0.03
H -0.374 7.015 -6.652 0.02 -0.06 0.03
H 0.130 5.015 -8.024 -0.01 -0.01 0.08
H 0.669 2.861 -6.924 -0.03 0.05 0.04
C 1.224 -4.548 6.626 -0.08 0.03 0.01
C 0.675 -4.787 5.371 0.02 0.00 -0.04
C -0.639 -4.414 5.104 0.16 0.05 0.25
C -1.406 -3.805 6.092 -0.10 -0.02 -0.06
C -0.859 -3.575 7.350 0.13 -0.05 -0.06
C 0.456 -3.944 7.617 -0.04 -0.01 -0.10
H 2.250 -4.832 6.833 -0.07 0.01 -0.02
H 1.271 -5.264 4.600 -0.04 0.04 0.05
H -1.065 -4.597 4.124 -0.01 -0.06 0.20
H -2.430 -3.511 5.882 0.33 -0.10 0.16
H -1.458 -3.106 8.124 0.03 -0.03 -0.08
H 0.882 -3.762 8.598 -0.02 -0.01 -0.07
C -3.801 -0.113 -7.974 0.05 0.01 0.07
C -4.216 1.099 -7.432 0.06 -0.03 0.02
C -3.540 1.644 -6.345 0.02 -0.08 -0.03
C -2.450 0.974 -5.797 -0.06 -0.05 -0.03
C -2.041 -0.243 -6.333 -0.07 0.02 0.00
C -2.715 -0.786 -7.422 -0.06 0.08 0.03
H -4.324 -0.534 -8.826 0.03 0.03 0.06
H -5.066 1.620 -7.858 0.07 -0.03 0.02
H -3.861 2.591 -5.925 0.04 -0.06 -0.03
H -1.922 1.400 -4.951 -0.02 -0.01 -0.08
H -1.195 -0.768 -5.902 -0.04 0.06 -0.08
H -2.394 -1.733 -7.842 -0.01 0.07 0.02
C 7.049 0.571 1.432 -0.04 0.05 -0.06
C 6.296 -0.173 0.529 0.00 0.06 -0.03
C 5.890 0.397 -0.675 0.04 0.04 0.07
C 6.233 1.712 -0.972 0.01 -0.04 0.07
C 6.978 2.458 -0.065 -0.01 -0.06 0.02
C 7.387 1.888 1.136 -0.05 -0.05 -0.05
H 7.371 0.125 2.366 -0.03 0.03 -0.06
H 6.026 -1.197 0.762 0.03 0.06 -0.03
H 5.305 -0.185 -1.380 0.04 0.03 0.04
H 5.919 2.155 -1.911 0.01 -0.03 0.07
H 7.241 3.485 -0.295 -0.02 -0.08 0.01
H 7.970 2.470 1.842 -0.04 -0.04 -0.05
C 0.259 7.064 1.163 0.00 0.11 -0.07
C -0.493 6.354 0.235 0.01 -0.03 0.00
C -0.899 6.962 -0.947 0.03 0.07 -0.01
C -0.555 8.286 -1.201 0.04 -0.05 0.11
C 0.190 9.001 -0.269 -0.01 -0.08 0.02
C 0.599 8.390 0.913 -0.06 -0.05 -0.08
H 0.581 6.585 2.080 -0.03 0.08 -0.05
H -0.763 5.322 0.434 0.03 0.06 -0.02
H -1.483 6.403 -1.671 0.03 0.04 0.05
H -0.869 8.760 -2.125 0.01 -0.02 0.07
H 0.453 10.036 -0.463 -0.02 -0.08 0.01
H 1.182 8.947 1.639 -0.04 -0.04 -0.06
C -0.112 3.695 6.720 0.03 0.01 -0.10
C 0.508 4.896 6.389 -0.03 -0.04 -0.04
C 0.730 5.220 5.055 -0.04 -0.08 -0.01
C 0.335 4.342 4.051 0.00 -0.03 0.11
C -0.277 3.137 4.382 0.02 0.01 0.02
C -0.502 2.814 5.716 0.04 0.07 0.00
H -0.291 3.445 7.760 0.02 0.01 -0.07
H 0.818 5.579 7.172 -0.03 -0.05 -0.06
H 1.210 6.158 4.797 -0.03 -0.06 0.02
H 0.505 4.595 3.010 0.00 -0.07 0.06
H -0.579 2.449 3.599 0.00 0.05 0.03
H -0.981 1.876 5.974 0.03 0.06 -0.02
```
Forces are in eV/Å.

Values from the calculation:
HOMO-LUMO gap = 7.774 eV
HOMO level = -7.920 eV
E_LUMO = -0.146 eV
molecular weight = 1076.95 g mol⁻¹
charge = 0
SMILES = CC(=O)N(C)[C@H](CCOC=O)O[C@@](CCCI)(CCC(F)(F)F)[C@H](NN)[C@@H](Cl)[C@@H](C)Cl.c1ccccc1.c1ccccc1.c1ccccc1.c1ccccc1.c1ccccc1.c1ccccc1
2S+1 = 1